[1]
DFT (ωB97M-V/def2-TZVPD) results for a structure of composition C20H49B2O9Si2 in a non-equilibrium geometry.

Values from the calculation:
**Kohn-Sham gap**: 4.44 eV
**HOMO energy**: -0.09636 hartree
**E_LUMO**: 1.8164 eV

Geometry as ORCA input:
```
! RIJCOSX wB97M-V def2-TZVPD def2/J DEFGRID3
* xyz -1 1
C 3.30580 8.07449 3.15057
Si -1.44140 0.85511 -1.39420
H -2.35565 -1.40684 -4.41927
O -1.22848 4.81413 -2.22358
O 3.07892 -5.10683 0.80502
H -1.10945 -1.76452 1.67226
C 0.89998 -2.84601 -0.63027
H 3.18556 8.89953 2.43722
H 3.26319 -2.51398 -2.35013
B -2.67510 0.07192 -2.78833
H -0.64372 4.74753 0.19555
H 1.24490 7.60706 1.85604
O -2.91069 3.24622 -2.88696
H -1.17149 2.70505 2.32098
H 3.20094 -3.81950 -1.15195
H -1.78617 -4.17140 0.13058
C 1.68556 6.65040 2.15802
H 0.82056 -4.28944 -2.22440
C 1.60456 5.62742 1.03154
C 3.28148 -4.48032 -3.21530
C 1.32000 -3.33939 -2.03783
C 4.66395 -5.79824 -1.84203
C -0.60398 2.34619 -2.13868
H -2.34380 0.28664 -4.96251
H 1.67727 -2.19886 -0.22365
H -5.87433 -4.83335 1.91438
H 2.71825 7.60738 5.17076
H 1.11597 6.28619 3.01694
H 0.17715 2.74044 -1.48571
H 2.48345 -4.60124 -3.95166
H 4.73346 -3.90299 0.33519
O -4.01532 -0.05233 -2.55893
C -2.34681 1.46156 0.17451
O -2.02303 2.83731 0.45607
H 0.74569 -3.69370 0.03409
B -1.62045 3.49719 -2.41114
H -1.89661 5.30756 -1.74907
C 4.09219 -4.31416 1.17732
H -3.00441 -5.57815 2.39801
Si -0.67121 -1.84293 -0.72812
H 2.77303 9.33627 4.77710
H 2.60352 5.40028 0.66911
H 5.21067 -4.85328 -1.83035
H -3.42574 1.38916 0.04163
C -3.57253 -3.81881 1.31343
H -0.08499 2.28812 0.97603
C 2.83587 -3.49702 -2.12903
H -3.68366 -4.27934 3.40737
C -3.78071 -4.81788 2.46598
O 3.04117 6.84156 2.52558
O 3.50995 -5.75350 -2.66812
C -0.89157 2.95500 1.29376
H -0.09871 2.06836 -3.06951
O -0.25631 -0.24186 -0.97344
C -2.04688 -0.39250 -4.15841
H 5.34739 -6.55853 -2.23117
H 3.82970 -3.37274 1.74204
H 4.87153 -4.77695 1.85008
H 4.16521 -4.10905 -3.74938
H 1.04685 6.06459 0.19863
H -0.93102 5.02196 1.91326
H 1.42535 8.37585 4.22102
H -4.44314 -0.45043 -3.32114
H -0.95756 -0.38029 -4.12523
H -3.57177 3.25962 -2.19592
H 4.35966 8.04741 3.42262
H 0.98822 -2.59769 -2.77200
C -5.15080 -5.50321 2.37875
H -2.60427 -1.46625 0.78382
H -5.08148 -6.39328 1.75676
C -1.70740 -2.08810 0.81861
C -2.08214 -3.57690 0.99579
C 2.49715 8.34877 4.40650
H -4.04011 -2.88054 1.60731
H -1.51217 -3.95718 1.84254
H -1.47251 -2.37345 -1.87029
H -2.04850 0.84141 1.02301
H -5.53155 -5.78925 3.35699
C -0.39482 4.38611 1.19657
H -4.06547 -4.22506 0.42977
H 4.36436 -6.01014 -0.81578
O 0.98949 4.42358 1.43439
*
```

Results of the Löwdin charge analysis, in e, for atoms 1 through 4: C -0.289; Si 0.569; H 0.066; O 0.136

---

[2]
DFT (ωB97M-V/def2-TZVPD) results for an isolated molecule of C21H28BrN3O3.

Values from the calculation:
**Kohn-Sham gap**: 8.88 eV
**SMILES**: COc1cc(CNCCN(C)C)c(Br)cc1OCC(=O)NCc1ccccc1
**HOMO energy**: -0.30202 hartree
**E_LUMO**: 0.6650 eV
**Relative energy (zero: lowest compared OMol25 entry of this formula, charge and spin)**: 253.4 kJ/mol

Geometry as ORCA input:
```
! RIJCOSX wB97M-V def2-TZVPD def2/J DEFGRID3
* xyz 0 1
H -0.54383 -3.43941 -0.54483
O 1.62350 2.26581 -3.10807
C 2.45952 -1.36117 1.21278
H 0.64133 3.68956 -1.69890
C -2.53170 -3.00356 1.23198
H 0.66574 -1.85089 3.10609
H 1.40266 -2.94726 0.50646
N -1.41604 -3.91233 1.35272
C -1.29685 1.12888 1.98112
H 0.24842 0.63558 3.37731
H -1.65656 -4.81381 -0.49339
C 2.13959 -0.37914 0.10357
H -0.28506 -1.47925 1.66367
O -0.34642 0.23780 -2.55848
C -0.87991 -4.29242 0.06861
H -2.22910 3.61630 -1.01999
H 0.64617 3.27903 -4.52210
H -1.31899 -1.55514 -2.16213
H -1.98458 0.38551 2.35890
H 2.50905 -0.81946 2.16393
C -1.45982 -0.47282 -2.07097
H 0.27422 -4.36105 2.44935
C -0.04335 1.26721 2.55203
C 0.83224 2.22386 2.06769
C -0.75179 2.87831 -2.93065
H -2.29286 -0.16052 -2.69899
C 2.79468 1.51771 -1.24878
C 3.00615 0.66618 -0.18344
O -1.90756 2.64160 -3.20233
H 3.49177 2.31120 -1.46848
H -0.04296 -4.97301 0.21398
N -0.34961 3.55749 -1.83829
H -0.98169 -3.44942 3.29716
C 0.42077 2.46422 -3.82671
C 1.02155 -0.49799 -0.70735
H -1.11267 4.86832 -0.41346
C 0.44655 3.04882 1.02726
C -1.67707 1.94769 0.93107
C -0.43800 -3.53787 2.35267
H 1.12775 3.80733 0.66718
H -1.67283 -0.20986 -1.03055
C -0.81351 2.92305 0.45352
H -3.31528 -3.48835 0.64910
C 0.76184 0.35444 -1.77416
Br 4.53190 0.97231 0.91167
H 3.46534 -1.75792 1.01829
H 0.32649 -1.29917 -0.51810
C 0.36234 -2.23917 2.12892
H -2.65630 1.84015 0.48625
H -2.92349 -2.78358 2.22356
H 1.81221 2.33461 2.50767
H 0.13145 1.57954 -4.39962
C -1.20447 3.81453 -0.69914
N 1.58586 -2.49252 1.39280
C 1.68460 1.37245 -2.07228
H -2.28136 -2.05242 0.73392
*
```

Results of the Löwdin charge analysis, in e, for atoms 1 through 4: H 0.064; O -0.034; C -0.220; H 0.135

---

[3]
DFT (ωB97M-V/def2-TZVPD) results for a structure of composition C18H54AlO22S in a non-equilibrium geometry.

Values from the calculation:
**Kohn-Sham gap**: 1.99 eV
**HOMO energy**: -0.43665 hartree
**E_LUMO**: -9.8960 eV
**Relative energy (zero: lowest compared OMol25 entry of this formula, charge and spin)**: 0.0 kJ/mol

Geometry as ORCA input:
```
! RIJCOSX wB97M-V def2-TZVPD def2/J DEFGRID3
* xyz 1 1
H -26.37812 -4.94761 -11.11007
C -21.93853 -9.14424 -6.95945
C -29.13688 -9.82949 -4.50394
C -28.05853 -12.62758 -9.45637
H -27.69114 -3.40394 -12.57318
H -28.96772 -7.48694 -8.01476
H -30.05060 -11.46611 -6.25236
Al -24.07466 -11.47574 -9.15321
C -28.75656 -8.67636 -13.25202
C -24.12424 -3.32170 -9.98814
H -24.25534 -5.16157 -5.68832
H -29.01994 -8.77271 -4.23335
H -28.67521 -9.67733 -12.80917
H -23.30481 -4.67798 -8.45909
H -30.40319 -7.83051 -9.56061
H -21.13774 -9.14006 -11.87331
H -26.36449 -7.94671 -12.57678
H -29.13730 -10.57919 -8.28789
O -25.09936 -2.86175 -9.07690
H -21.65033 -8.29417 -7.58913
O -26.30489 -8.32927 -13.47145
H -24.90311 -6.64313 -7.49267
H -25.74647 -3.56788 -8.91901
C -22.25455 -7.67624 -10.78987
H -23.78836 -8.53362 -6.99849
C -30.76914 -7.32460 -8.64779
H -28.22468 -7.75463 -11.58517
O -19.98591 -8.50504 -10.29856
H -23.55113 -6.57510 -4.90398
C -30.58655 -10.08017 -4.96443
C -31.58285 -6.17435 -9.19256
H -21.72631 -8.89121 -5.91244
H -20.48318 -7.47151 -11.99888
H -28.07964 -12.37050 -7.25624
C -27.75601 -3.32658 -11.48907
H -27.22027 -5.47476 -9.11156
O -24.18515 -5.75965 -10.03324
H -32.05434 -5.62386 -8.35475
H -27.53891 -13.58782 -9.48689
H -27.71874 -7.33753 -14.59182
H -29.90839 -5.34220 -9.68817
O -27.41813 -4.55632 -9.45475
H -22.05516 -6.89863 -10.03947
O -26.64844 -5.57195 -5.64986
H -21.21688 -11.20149 -6.76892
O -29.66573 -6.81022 -7.92748
C -24.30447 -6.25258 -5.61855
H -32.46863 -6.57663 -9.69630
O -29.66168 -11.38063 -8.14797
H -27.47666 -9.07052 -14.94155
O -27.00088 -7.84934 -10.54560
H -23.86090 -8.23811 -9.82624
H -23.34356 -2.57131 -10.11443
H -28.33734 -9.64061 -6.30683
O -24.09761 -6.78215 -6.94320
H -30.91857 -9.37978 -5.74286
O -23.31782 -9.38153 -7.14144
H -27.49000 -10.75368 -9.80314
O -21.29197 -10.59895 -8.72478
H -25.79990 -6.49688 -4.03571
O -28.97941 -7.74183 -12.22553
H -29.16555 -2.95861 -10.24799
O -30.74732 -11.34190 -5.57624
C -20.93052 -8.21337 -11.33869
H -20.75830 -9.99541 -9.26566
H -31.23503 -9.91911 -4.10294
H -29.64946 -8.67537 -13.87826
O -29.08411 -2.91848 -11.21284
H -22.50705 -4.73576 -10.03075
H -28.79348 -12.67536 -10.26481
H -19.50867 -7.68207 -10.15594
H -29.34899 -13.36942 -7.91267
O -23.05987 -8.66390 -10.16313
C -21.05543 -10.29886 -7.36027
H -22.84292 -7.22161 -11.59698
H -20.01627 -10.00597 -7.19056
O -27.08764 -11.62591 -9.77421
H -31.38339 -8.08136 -8.15110
H -28.79533 -10.39407 -3.63675
C -25.73698 -6.52556 -5.12427
H -28.11362 -5.42352 -11.27434
H -26.07624 -7.52080 -5.43280
S -26.61009 -8.08808 -9.15024
O -26.34530 -6.75903 -8.54680
C -23.47946 -4.62755 -9.53509
C -27.41600 -4.66339 -10.86450
H -24.56438 -3.45655 -10.98282
H -26.91316 -5.86393 -6.52497
H -24.88460 -6.01153 -9.40870
C -28.75567 -12.47349 -8.11551
H -27.04404 -2.57877 -11.11229
O -25.45096 -8.97407 -9.10191
C -27.51981 -8.32072 -14.15198
O -30.82982 -5.33381 -9.99064
O -28.21702 -10.19110 -5.52248
O -27.76312 -8.71093 -8.49244
*
```

Results of the Löwdin charge analysis, in e, for atoms 1 through 4: H 0.126; C -0.246; C -0.208; C -0.210

---

[4]
DFT (ωB97M-V/def2-TZVPD) results for an isolated molecule of C5H7Cl in a non-equilibrium geometry.

Values from the calculation:
**Kohn-Sham gap**: 10.46 eV
**SMILES**: ClC1CC=CC1
**HOMO energy**: -0.34636 hartree
**E_LUMO**: 1.0385 eV
**Relative energy (zero: lowest compared OMol25 entry of this formula, charge and spin)**: 30.1 kJ/mol

Geometry as ORCA input:
```
! RIJCOSX wB97M-V def2-TZVPD def2/J DEFGRID3
* xyz 0 1
C -0.40056 1.16482 0.66785
C -0.65645 -1.23442 -0.10616
C -1.75087 0.84871 0.22031
H 0.11754 2.02741 0.19959
H -0.35873 -1.64607 -1.11737
H 0.74335 -0.48682 1.54440
H -2.85020 -0.79935 -0.65220
H -0.69319 -2.08080 0.59969
H -2.56235 1.56263 0.09790
Cl 1.88468 -0.06256 -0.49223
C 0.34924 -0.19902 0.49205
H -0.46061 1.33074 1.73285
C -1.87059 -0.38746 -0.28021
*
```

Results of the Löwdin charge analysis, in e, for atoms 1 through 4: C -0.223; C -0.216; C -0.126; H 0.115